Entry from the Open Molecules 2025 dataset: a molecular structure, C12H36O10SSr at a distorted geometry (ωB97M-V/def2-TZVPD).

Element x y z (Å)
C: 2.4942 3.5177 1.4836
H: -3.8189 -1.0767 -1.6179
H: 0.5831 -4.2986 -0.3055
H: 2.2111 3.7318 2.5142
H: -1.0385 -4.7069 -2.4022
H: -2.3547 -0.3441 -2.1699
H: 1.6384 1.3653 2.8338
H: -3.2239 1.8605 -1.0816
H: -1.9541 -3.3438 -1.8204
H: -0.8015 -3.3171 0.9830
H: 2.7234 -1.7954 1.2243
H: 2.8695 -0.4976 -1.2058
H: -0.9719 2.7539 -0.1297
C: 3.2538 -1.1595 -0.4297
H: 3.8629 -3.1725 -0.0483
H: 2.2985 0.4352 -3.1887
H: -4.0956 1.2656 -2.5684
H: 3.3749 4.1166 1.2517
H: 0.4552 -2.8842 -1.3954
H: 1.6756 1.9986 -3.7022
O: -0.8552 2.1525 0.6094
C: -3.1428 -0.2441 -1.4235
H: -1.0254 3.7461 1.8811
H: -3.1623 -0.6491 0.4721
H: 2.9440 1.6428 0.3520
H: -3.2891 2.6732 2.7235
C: 0.4836 1.0891 -2.2351
O: -2.4934 -0.3025 -0.1229
H: 2.7000 -3.0443 -1.4096
S: -0.8977 -1.1954 3.7569
C: -1.3196 -4.1689 -1.4968
H: -0.4716 1.4906 -2.5733
O: 2.2420 -1.3124 0.5486
H: -4.7660 1.0998 -0.9077
H: 3.8040 1.7607 1.8434
O: 0.3832 -1.4145 3.0842
C: 3.5514 -2.5821 -0.9100
H: 0.1762 -0.8396 -2.4222
Sr: -0.1831 -0.3100 0.8766
H: -3.3712 3.4858 1.1882
H: 1.7074 3.7632 0.7703
O: -1.7820 -0.6273 2.7406
C: -0.0987 -3.5920 -0.7788
O: -0.5998 -2.7605 0.2273
C: 1.3859 0.9912 -3.4034
H: 4.3682 -2.5343 -1.6301
H: -3.1887 1.7506 1.2330
H: -0.9684 2.1284 2.6169
O: 0.2873 -0.1852 -1.7285
C: -1.3598 2.7132 1.7845
O: 1.7692 1.1746 1.9021
C: 2.8288 1.9450 1.3929
C: -2.8711 2.6743 1.7168
H: 0.8466 1.6945 -1.4045
H: 0.9007 0.5752 -4.2863
O: -1.4001 -2.4790 4.2274
H: 4.1374 -0.7726 0.0780
O: -0.7107 -0.2269 4.8556
C: -3.8627 1.0925 -1.5177
H: -1.8778 -4.8514 -0.8559

Summary:
* Kohn-Sham gap (alpha / beta): 2.44 / 7.04 eV
* charge: -1
* E_tot: -1660.17962 Ha
* spin multiplicity: 2